21
Properties=species:S:1:pos:R:3 method="wB97M-V/def2-TZVPD" e_above_lowest_ev=1.133 e_homo_ev=-10.24 energy_ha=-498.65200 orbital_gap_ev=10.8 smiles="C=CCCC(=O)O.O.O"
C 0.6781 1.9159 0.0959
C 0.3431 1.4821 1.2944
C 0.0614 0.1092 1.8226
C 0.0312 -0.9927 0.7169
C 1.3518 -1.5118 0.2916
O 1.6109 -1.9161 -0.8102
O 2.3094 -1.5359 1.2720
H 0.6892 1.4159 -0.8664
H 0.9934 2.9442 -0.0527
H 0.2719 2.1934 2.1071
H -0.8880 0.0264 2.3446
H 0.9013 -0.0751 2.4790
H -0.5088 -0.4909 -0.0790
H -0.5624 -1.7931 1.1541
H 3.1065 -1.2179 0.8728
O -2.8591 1.1659 -1.8492
H -2.4111 0.3127 -1.7241
H -2.3613 1.8067 -1.3407
O -1.1580 -0.9642 -2.5240
H -0.2955 -1.1495 -2.1220
H -1.3040 -1.7251 -3.0827

***

24
Properties=species:S:1:pos:R:3 method="wB97M-V/def2-TZVPD" e_above_lowest_ev=3.368 e_homo_ev=-8.70 energy_ha=-1693.04926 orbital_gap_ev=9.0
C -0.2940 -1.8964 -2.1284
C 0.3001 -1.6366 1.9314
C 1.1807 0.9206 -2.1570
C -1.7148 2.2789 2.3474
C 0.2818 -1.5722 -0.7823
O 1.6590 0.4042 0.4163
O 2.8055 -0.9519 -1.2757
O -1.2209 0.2691 0.9076
O -0.3934 2.5935 0.2189
S -0.7864 -1.2987 0.5267
S 1.6241 -0.2921 -0.8306
S -0.3285 1.6989 1.3209
H 0.5004 -2.0881 -2.8219
H -0.8621 -1.2139 -2.5821
H -0.8725 -2.9321 -2.0857
H 0.9649 -0.8192 2.0847
H 0.5394 -2.6607 1.6297
H -0.3486 -1.5885 2.7906
H 0.4050 1.3748 -1.5424
H 1.7408 1.7848 -2.5064
H 0.7737 0.3774 -2.9264
H -1.7065 1.8826 3.2861
H -1.6435 3.3664 2.3290
H -2.6042 1.9992 1.8494

***

22
Properties=species:S:1:pos:R:3 method="wB97M-V/def2-TZVPD" e_above_lowest_ev=10.147 e_homo_ev="-10.49 / -10.02" energy_ha=-573.54616 orbital_gap_ev="9.8 / 7.0"
C -0.4547 0.6953 1.3332
C 0.6497 1.0838 0.3379
C 0.0507 2.1184 -0.6273
C 1.8125 1.7276 1.0934
O 1.2651 0.0361 -0.3089
C 0.1775 -1.2670 -0.9330
O 0.0334 -2.1761 -0.0730
O -2.3451 -3.0060 -1.2288
H -0.1390 -0.1677 1.9318
H -0.6345 1.5651 1.9905
H -1.3831 0.4399 0.7959
H 0.7811 2.4135 -1.3989
H -0.8641 1.7303 -1.1020
H -0.2138 3.0236 -0.0608
H 2.6029 2.0189 0.3916
H 1.4912 2.6148 1.6428
H 2.2360 0.9999 1.7925
H -0.7149 -0.6158 -1.1345
H 0.8279 -1.4223 -1.8101
O -1.4078 -4.8568 -0.7563
O -1.5572 -3.9128 -1.6276
H -2.2138 -3.0425 -0.2486

***

20
Properties=species:S:1:pos:R:3 method="wB97M-V/def2-TZVPD" e_above_lowest_ev=3.350 e_homo_ev=-8.51 energy_ha=-851.82123 orbital_gap_ev=7.0
C -2.7808 -1.9597 -0.4427
C 1.7096 1.6053 -0.5198
C -2.3356 -0.6775 -0.5846
C 0.8460 0.4081 -0.7266
C -0.7285 0.1377 1.9764
O 0.8968 -2.4881 -0.5284
Si 1.8397 -1.3333 -0.2741
Si -0.8162 0.2147 0.0844
H -3.6217 -2.2630 -1.0933
H -2.0531 -2.6186 0.0960
H 1.3996 2.5330 -1.0026
H 1.9589 1.6166 0.4991
H -2.7737 -0.0356 -1.3610
H 0.8174 0.1279 -1.8224
H -1.5191 -0.2741 2.5797
H 0.1700 -0.4875 2.0939
H -0.7176 1.2086 2.4055
H 2.2878 -1.2397 1.1532
H 2.8561 -0.9177 -1.2059
H 2.5617 1.3942 -1.0575

***

18
Properties=species:S:1:pos:R:3 method="wB97M-V/def2-TZVPD" e_above_lowest_ev=1.232 e_homo_ev=-9.00 energy_ha=-595.83676 orbital_gap_ev=9.8 smiles="C=CC.CCS"
C -5.0797 -3.4410 0.0274
C -4.2433 -2.4073 0.0455
C -3.8818 -1.6464 -1.2015
H -5.5287 -3.8139 0.9395
H -5.3223 -3.9873 -0.8738
H -3.7857 -2.0639 0.9625
H -4.0404 -2.2187 -2.1180
H -4.6333 -0.8706 -1.3569
H -2.9185 -1.1560 -1.1160
C 4.5621 2.1113 -0.3773
C 3.3493 2.5245 0.4202
S 2.2307 1.0599 0.5934
H 4.3038 1.9720 -1.4309
H 4.8888 1.1044 -0.1115
H 5.3037 2.9033 -0.3962
H 3.6214 2.7201 1.4590
H 2.7754 3.3796 0.0626
H 1.1118 1.7226 0.9033

***

18
Properties=species:S:1:pos:R:3 method="wB97M-V/def2-TZVPD" multiplicity=2 e_above_lowest_ev=2.047 s_squared=0.753 e_homo_ev="-11.45 / -11.44" energy_ha=-595.48966 orbital_gap_ev="7.2 / 2.1" total_charge=+1
C 1.7286 1.4893 -1.6661
C 1.3003 2.3668 -2.8640
S -0.1611 3.2454 -2.4364
H 1.1196 1.8956 -0.8485
H 1.4481 0.4520 -1.7283
H 2.7111 1.6808 -1.2684
H 1.2205 1.9500 -3.8714
H 2.1233 3.0937 -3.0192
H -0.5786 3.6130 -3.6705
C -1.2470 -1.9792 1.2534
C -0.7927 -2.5535 2.5621
C -1.2409 -2.1956 3.7557
H -1.0838 -0.9117 1.1039
H -2.3516 -1.9648 1.2821
H -1.1146 -2.6426 0.4192
H -0.1776 -3.4474 2.5147
H -1.0017 -2.7532 4.6484
H -1.9018 -1.3386 3.8334

***

21
Properties=species:S:1:pos:R:3 method="wB97M-V/def2-TZVPD" e_above_lowest_ev=0.000 e_homo_ev=-7.76 energy_ha=-1790.45761 orbital_gap_ev=8.4 smiles=C1CSSC1.CSSC
C -1.0127 2.4653 -1.2308
C 0.1498 2.5914 -0.2593
S 1.6990 2.5185 -1.2104
S 0.9122 1.3457 -2.7792
C -0.7637 1.2297 -2.0807
H -1.0728 3.3648 -1.8732
H -1.9713 2.3773 -0.6842
H 0.1504 3.5552 0.2854
H 0.1304 1.7796 0.4930
H -0.8582 0.3059 -1.4782
H -1.4642 1.1482 -2.9340
C 1.9296 -1.5914 0.5886
S 1.1604 -1.1167 2.1521
S -0.8226 -1.3535 1.7446
C -1.0702 -3.1130 2.0684
H 3.0184 -1.4565 0.7018
H 1.5806 -0.9549 -0.2419
H 1.7306 -2.6455 0.3316
H -0.4769 -3.7474 1.3886
H -0.8094 -3.3719 3.1084
H -2.1396 -3.3308 1.9093

***

19
Properties=species:S:1:pos:R:3 method="wB97M-V/def2-TZVPD" e_above_lowest_ev=1.609 e_homo_ev=-8.47 energy_ha=-885.33315 orbital_gap_ev=8.8 smiles=C[Si](C)(C)[C@H]1CS1
C -0.5430 -0.5643 -2.1619
Si 0.0680 -0.4337 -0.3598
C -1.2829 -1.2033 0.8184
C 1.7685 -1.0412 -0.0252
C 0.1736 1.4331 0.1853
C -0.4135 2.2629 1.2639
S 1.0981 1.6018 2.1607
H -0.9528 0.3570 -2.6955
H 0.3634 -0.8614 -2.6240
H -1.3620 -1.3744 -2.1906
H -2.4175 -0.8482 0.8243
H -1.2113 -2.2222 0.6851
H -0.8872 -1.0676 1.8250
H 2.2592 -0.6727 0.8863
H 1.8559 -2.1774 -0.1572
H 2.3676 -0.5837 -0.9168
H 0.8934 2.0723 -0.3577
H -0.3166 3.3797 1.1873
H -1.4608 1.9433 1.6524

***

34
Properties=species:S:1:pos:R:3 method="wB97M-V/def2-TZVPD" e_homo_ev=-6.87 energy_ha=-3894.38890 orbital_gap_ev=9.2 total_charge=-1
C -3.1899 0.1464 3.0912
C -2.4877 0.3003 1.7300
B -1.5193 -0.8980 1.3949
O -1.0750 -1.7181 2.3978
B -1.0500 -1.1347 -0.2274
O -2.0196 -1.5356 -1.1741
B -1.5808 -1.8221 -2.4363
O -0.2288 -1.9206 -2.6792
B 0.3889 -0.8729 -1.9865
C 1.0952 0.2862 -2.7907
C 2.6021 0.0738 -3.0008
C 2.9720 -0.2528 -4.4533
Cl 3.2408 -1.2049 -1.9107
O 0.2539 -0.8857 -0.6210
H -3.4325 1.1156 3.5158
H -4.1043 -0.4260 2.9483
H -2.5653 -0.3809 3.8021
H -1.9496 1.2433 1.6909
H -3.2345 0.3312 0.9339
H -0.7300 -2.5309 1.9952
H -2.3201 -1.9436 -3.3613
H 0.6317 0.3137 -3.7721
H 0.8760 1.2267 -2.2922
H 3.1041 0.9940 -2.7370
H 3.4845 0.6034 -4.8845
H 3.6260 -1.1139 -4.5048
H 2.0958 -0.4410 -5.0633
F 0.3984 1.1589 1.9842
As 1.0210 1.7767 3.4911
F 2.4567 2.3048 2.6735
F 1.7628 0.2466 3.8134
F 1.6330 2.4023 4.9880
F -0.4247 1.2521 4.2923
F 0.2689 3.3056 3.1522

***

21
Properties=species:S:1:pos:R:3 method="wB97M-V/def2-TZVPD" e_above_lowest_ev=0.000 e_homo_ev=-8.83 energy_ha=-332.65264 orbital_gap_ev=9.7 smiles=CC(C)NBN1CC1
C 2.5227 -0.6573 -0.7281
C 1.1746 -0.0282 -0.2907
C 1.5157 1.1561 0.5797
N 0.3889 -1.0358 0.3498
B -0.9594 -1.2567 0.4444
N -1.9857 -0.4807 -0.3838
C -2.1722 0.9831 -0.4385
C -3.1674 0.0382 0.2214
H 2.4220 -1.4025 -1.5449
H 3.2537 0.0706 -1.0463
H 2.7861 -1.1445 0.2082
H 0.6969 0.4120 -1.1455
H 0.6541 1.6157 1.1849
H 1.9177 1.9850 -0.0845
H 2.2776 0.7931 1.2543
H 0.9077 -1.7268 0.8365
H -1.2076 -2.3015 1.0274
H -2.2776 1.2700 -1.4915
H -1.3237 1.3784 0.1188
H -3.3630 0.3250 1.2808
H -4.0612 0.0068 -0.3522

***

22
Properties=species:S:1:pos:R:3 method="wB97M-V/def2-TZVPD" e_above_lowest_ev=1.514 e_homo_ev=-8.47 energy_ha=-1452.76954 orbital_gap_ev=6.2
C 2.1184 -0.2834 -0.9414
C 2.1398 0.6666 1.3965
C -2.6744 -0.8890 0.8735
C -1.6200 0.0654 -1.0942
C 1.2849 0.2801 0.1998
N -1.4576 -0.3895 0.2720
P 0.0102 -0.9787 0.7888
S 0.0677 -1.5800 2.6220
Cl -0.0454 -3.3076 -1.7716
H 2.7722 -1.0716 -0.5735
H 1.4967 -0.7179 -1.7216
H 2.7314 0.5042 -1.3763
H 1.5270 1.0429 2.2131
H 2.8470 1.4425 1.1082
H 2.7027 -0.1927 1.7545
H -3.4383 -0.1111 0.8207
H -3.0388 -1.7781 0.3529
H -2.4902 -1.1391 1.9184
H -0.6676 0.0547 -1.6177
H -2.3035 -0.5919 -1.6361
H -2.0321 1.0781 -1.0938
H 0.6992 1.1416 -0.1369

***

20
Properties=species:S:1:pos:R:3 method="wB97M-V/def2-TZVPD" e_above_lowest_ev=0.288 e_homo_ev=-12.99 energy_ha=-550.49499 orbital_gap_ev=10.0 smiles=C[N+](C)(C)CCI total_charge=+1
C 0.1027 1.5882 -0.0708
N 0.1674 0.1931 0.4074
C -0.1911 0.1565 1.8440
C 1.5664 -0.2906 0.2314
C -0.8206 -0.6873 -0.2708
C -0.6967 -0.8500 -1.8279
I -2.4149 -1.9153 -2.4935
H 0.6636 2.2767 0.5579
H -0.9172 1.9220 -0.0824
H 0.5163 1.6497 -1.0764
H -1.1736 0.5536 1.9629
H -0.1487 -0.8754 2.1800
H 0.5175 0.7211 2.4248
H 2.2476 0.1923 0.9414
H 1.9453 -0.0551 -0.7826
H 1.6456 -1.3813 0.3869
H -0.7594 -1.6897 0.1160
H -1.7949 -0.2809 -0.0235
H -0.7031 0.1294 -2.3182
H 0.2478 -1.3570 -2.1065